Record 1
86
Properties=species:S:1:pos:R:3:forces:R:3:mulliken_charge:R:1 method="wB97M-V/def2-TZVPD" homo_energy_ev=-6.788
Mg -0.537600 1.156134 0.628652 -0.3 0.0 0.3 1.16
C 0.410348 4.065645 0.172417 -0.1 -0.1 0.0 -1.30
N -0.337062 3.284557 1.167323 0.2 0.1 0.5 0.86
C 0.355762 3.314462 2.467923 -0.1 0.1 -0.1 -1.25
C -1.736563 3.779489 1.296561 0.0 -0.2 -0.1 -1.20
C -2.692698 2.915577 0.468744 0.2 -0.2 0.1 -0.53
N -2.448263 1.535913 0.880472 -0.7 0.1 0.5 0.91
C -3.420576 0.703782 1.309381 0.1 0.2 -0.2 0.05
C -3.062500 -0.387068 2.135557 0.2 0.1 -0.1 0.40
F -1.753661 -0.490412 2.496732 0.0 0.1 0.1 -0.05
C -3.948629 -1.335332 2.574664 0.0 0.0 0.0 -0.11
F -3.498813 -2.336655 3.351259 0.0 0.0 0.0 -0.29
C -5.289980 -1.273844 2.242022 -0.1 -0.1 0.0 -0.72
C -5.675739 -0.221503 1.437604 0.0 0.0 0.0 0.34
F -6.962152 -0.126836 1.053348 0.0 0.0 0.0 -0.34
C -4.789681 0.730804 0.979784 0.0 0.0 0.1 -0.09
F -5.251457 1.690767 0.147024 -0.1 0.0 -0.1 -0.40
H 0.518305 5.108744 0.494635 0.0 0.0 0.0 0.38
H -0.107335 4.025224 -0.783307 0.0 0.0 0.0 0.39
H 1.399743 3.631578 0.025733 0.0 0.0 0.0 0.20
H 0.373454 4.319799 2.907105 0.0 0.0 0.0 0.32
H 1.388575 2.979322 2.342548 0.0 0.0 0.0 0.30
H -0.148350 2.644909 3.170574 0.0 0.0 -0.1 0.41
H -1.785601 4.839843 1.023160 0.0 0.0 0.0 0.35
H -2.035046 3.685235 2.340636 0.0 0.0 0.0 0.36
H -2.458814 3.046285 -0.596480 -0.1 0.0 0.0 0.18
H -3.713141 3.256614 0.631371 0.0 0.0 0.0 0.57
H -5.996756 -2.019741 2.576025 0.0 0.0 0.0 0.49
O -0.663259 -0.818319 -0.028325 -0.1 -0.4 -0.5 -0.75
C 0.047664 -0.878026 -1.029991 0.2 0.1 0.4 -0.26
C 1.098845 -1.924622 -1.011466 0.1 0.0 0.2 -0.16
C 1.426044 -2.751351 -2.077695 -0.1 0.1 0.0 0.01
C 2.474696 -3.645814 -1.944569 0.0 0.0 0.0 -0.87
C 3.218619 -3.675833 -0.771470 0.0 0.0 0.0 -0.84
C 2.926605 -2.809376 0.271927 0.0 0.1 0.0 -0.14
C 1.855910 -1.923677 0.179585 -0.2 0.1 -0.1 -0.38
P 1.480419 -0.716528 1.551803 0.5 -0.2 0.1 1.55
C 0.963572 -1.818571 2.908689 -0.1 0.1 0.0 0.14
C 0.435897 -3.082325 2.671764 0.0 0.0 0.0 -0.58
C -0.047036 -3.848097 3.726331 0.0 0.0 0.0 -0.74
C -0.009095 -3.356653 5.021310 0.0 0.0 0.0 -0.52
C 0.498984 -2.086034 5.264788 0.0 0.0 -0.1 -0.84
C 0.971495 -1.317181 4.212868 0.0 0.0 0.0 -0.46
C 3.177209 -0.186861 2.023358 0.0 0.1 -0.1 0.13
C 3.984492 -0.771670 2.996549 0.0 -0.1 0.0 -0.22
C 5.255898 -0.270665 3.249885 0.0 0.0 0.0 -0.75
C 5.736052 0.817362 2.533508 0.0 0.0 0.0 -0.51
C 4.942587 1.407438 1.558202 0.0 0.0 0.0 -0.79
C 3.669579 0.911903 1.313470 0.0 0.0 0.0 -0.52
H 0.848469 -2.700474 -2.994937 0.0 0.0 0.1 0.61
H 2.719858 -4.316514 -2.758662 0.0 0.0 0.0 0.42
H 4.040040 -4.375136 -0.673309 0.0 0.0 0.0 0.44
H 3.539146 -2.819720 1.165704 0.0 0.0 0.0 0.45
H 0.387110 -3.467241 1.660666 0.0 0.0 0.0 0.37
H -0.463707 -4.828721 3.530935 0.0 0.0 0.0 0.41
H -0.384972 -3.956702 5.840896 0.0 0.0 0.0 0.39
H 0.511675 -1.689037 6.272393 0.0 0.0 0.0 0.41
H 1.345134 -0.316217 4.402338 0.0 0.0 0.0 0.49
H 3.620482 -1.621636 3.562341 0.0 0.0 0.0 0.43
H 5.874250 -0.733617 4.009608 0.0 0.0 0.0 0.43
H 6.725070 1.208554 2.738245 0.0 0.0 0.0 0.39
H 5.311980 2.256412 0.995720 0.0 0.0 0.0 0.44
H 3.045917 1.375490 0.553130 0.0 0.0 0.0 0.29
C -1.977924 0.009128 -7.293162 0.1 0.0 0.1 -1.45
C -1.414792 0.110328 -5.897252 0.0 0.0 0.0 0.55
C -2.211319 -0.101926 -4.780636 0.0 0.0 -0.1 -0.99
C -1.705432 -0.026563 -3.484420 -0.1 0.0 0.0 0.95
C -2.651808 -0.249647 -2.323704 0.1 0.1 -0.1 -0.92
C -0.347984 0.261764 -3.301710 0.0 -0.1 0.0 -0.45
C 0.247773 0.367549 -1.904725 0.0 0.2 0.1 1.23
O -0.123869 1.468620 -1.170824 0.4 -0.1 -0.9 -0.89
C 0.469037 0.508687 -4.416927 0.0 -0.1 0.0 1.01
C 1.931878 0.874236 -4.281556 -0.1 0.0 0.0 -1.66
C -0.075837 0.424068 -5.692957 0.0 0.0 0.0 -0.83
H -3.064477 -0.073987 -7.273842 0.0 0.0 0.0 0.36
H -1.582818 -0.869753 -7.808956 0.0 0.0 0.0 0.30
H -1.711521 0.884030 -7.889869 0.0 0.0 0.0 0.35
H -3.266043 -0.321357 -4.916289 0.0 0.0 0.0 0.35
H -3.675850 -0.028910 -2.627830 0.0 0.0 0.0 0.57
H -2.410440 0.388097 -1.471254 0.0 -0.1 -0.1 -0.51
H -2.630627 -1.289436 -1.985067 0.0 0.0 0.0 0.32
H 1.342077 0.338066 -2.033137 0.1 0.0 0.0 0.48
H 2.537699 0.013386 -3.985055 0.0 0.0 0.0 0.30
H 2.086344 1.660203 -3.539569 0.0 0.0 0.0 0.27
H 2.315689 1.235589 -5.235272 0.0 0.0 0.0 0.42
H 0.558808 0.623981 -6.553043 0.0 0.0 0.1 0.36

Record 2
15
Properties=species:S:1:pos:R:3:forces:R:3:nbo_charge:R:1 method="wB97M-V/def2-TZVPD" homo_energy_ev="-7.279 / -7.278"
C -0.187955 -0.011197 0.212240 -2.7 0.9 3.4 -0.17
C 0.498181 -0.794214 -0.704470 1.3 0.5 -0.4 0.30
C -0.196509 1.354249 0.379349 0.3 -2.0 -1.6 0.22
N -1.417011 -0.950760 1.260325 -0.6 2.0 0.2 0.17
N 1.586089 -0.443406 -1.315975 1.4 -0.3 -0.9 -0.12
N 0.009595 -2.001494 -1.079450 2.8 -1.0 -2.5 -0.79
N -0.884714 1.932198 1.342416 0.0 5.2 -0.4 -0.76
O -2.205357 -0.377842 1.988018 3.2 -1.1 -2.5 -0.27
O 2.444543 0.536975 -1.046350 -0.9 -1.7 -0.5 -0.61
Cl 0.498433 2.368800 -0.823679 -0.5 0.3 0.4 0.10
H 1.729445 -1.195915 -2.076792 0.8 1.8 0.9 0.33
H 0.686575 -2.779693 -1.175993 -0.8 0.9 0.4 0.39
H -0.731476 -2.185178 -0.547785 -3.8 -1.7 2.2 0.38
H -0.987505 1.536048 2.220198 -0.3 -1.2 1.6 0.41
H -0.842335 3.011428 1.367950 -0.1 -2.6 -0.1 0.41

Record 3
11
Properties=species:S:1:pos:R:3:forces:R:3:lowdin_spin:R:1 method="wB97M-V/def2-TZVPD" multiplicity=8 total_charge=+4 s_squared=16.7182 homo_energy_ev="-26.441 / -24.991"
C -2.331910 0.971140 -0.846696 -0.7 2.1 0.9 0.10
O -2.524652 1.994643 -0.310006 0.4 -2.1 -1.1 0.02
H -3.216064 2.698395 -0.208930 -0.7 1.0 0.2 0.00
C -0.529972 -0.532017 -0.659303 0.6 -1.6 -0.3 0.47
C 0.492062 -0.332620 0.213540 1.4 -0.3 -1.8 0.55
C 1.820851 -0.156282 0.419387 -2.5 -1.0 1.9 0.22
O 2.737233 -0.851614 0.844752 0.2 0.9 -0.4 0.21
Tb 3.828839 -2.737089 1.763715 0.8 -0.4 0.3 5.29
H -1.177585 -1.399571 -0.466811 -0.6 0.4 0.5 0.02
H -0.317552 -0.488791 -1.736860 0.0 0.6 -0.1 0.03
H 1.218753 0.833806 0.987213 1.1 0.3 -0.1 0.08

Record 4
17
Properties=species:S:1:pos:R:3:forces:R:3:nbo_charge:R:1 method="wB97M-V/def2-TZVPD" total_charge=+1 homo_energy_ev=-16.063
C -0.075326 -0.369724 -0.777347 -2.6 -3.1 -0.4 0.12
C -1.577264 -0.564838 -0.544199 1.3 -2.6 2.7 0.47
C 1.911883 -0.369938 0.503840 0.9 0.8 2.1 -0.61
C -1.140416 1.738627 0.368448 0.0 1.0 -3.7 -0.25
C 1.025707 -1.279323 -0.328059 0.8 -0.5 1.3 -0.49
O -0.802293 0.327640 0.307925 -0.6 0.9 0.0 -0.31
F -2.019818 -1.542113 0.331184 0.5 1.2 -2.1 -0.29
H -0.023121 0.149819 -1.680739 0.9 1.5 -1.0 0.24
H -2.334711 -0.131669 -1.171244 -0.3 0.2 0.0 0.22
H 1.446871 0.606844 0.685581 0.5 0.1 -0.5 0.19
H 2.962554 -0.257343 0.212800 -0.5 0.1 -0.3 0.25
H 1.935892 -0.715068 1.553987 0.2 -0.2 -0.5 0.24
H -1.607333 1.920303 1.237446 -1.6 0.0 3.4 0.23
H -0.209794 2.261193 0.398521 0.5 0.5 -0.5 0.23
H -1.899592 2.098846 -0.431218 1.8 -0.9 0.8 0.23
H 0.742399 -2.067255 0.401127 -0.7 0.4 -0.9 0.26
H 1.664359 -1.805993 -1.068050 -1.1 0.7 -0.3 0.28

Record 5
8
Properties=species:S:1:pos:R:3:forces:R:3:nbo_charge:R:1 method="wB97M-V/def2-TZVPD" homo_energy_ev=-9.063
C -0.634153 0.909134 1.382762 -1.1 -1.2 -1.3 0.67
C 0.376299 1.202069 0.562889 0.2 1.2 1.4 -0.52
N 0.031497 -2.793896 -2.089120 0.5 -3.4 -3.5 -0.05
N -0.008087 -1.846325 -1.560750 -0.7 1.9 3.8 0.42
O -1.443749 0.264035 1.934375 0.8 1.3 -0.1 -0.44
O -0.123978 -1.030242 -0.707634 0.2 1.0 -0.7 -0.37
Cl 0.584675 2.418246 -0.705472 -0.4 -1.1 1.2 0.03
H 1.217496 0.876979 1.182950 0.6 0.3 -0.9 0.26

Record 6
10
Properties=species:S:1:pos:R:3:forces:R:3:lowdin_spin:R:1 method="wB97M-V/def2-TZVPD" multiplicity=3 s_squared=2.0071 homo_energy_ev="-6.047 / -9.266"
C -0.214607 -1.722757 -0.078893 0.8 0.5 1.5 0.02
C -0.325041 -0.486477 -0.534095 0.4 0.9 -0.6 0.03
C 0.073833 0.837992 0.202717 2.4 -3.8 -1.2 0.39
O 0.459661 0.655052 1.522532 -0.1 0.5 0.3 0.09
I -0.930471 -0.201568 -2.623223 0.0 0.1 1.3 0.08
I -1.696727 2.140551 0.196390 -3.1 2.2 0.1 1.24
I 1.763570 1.668375 -0.777395 0.9 0.6 -0.8 0.14
H -0.430574 -2.682696 -0.602733 0.2 1.1 0.6 0.00
H 0.249307 -1.631363 0.956610 -0.7 -1.1 -1.2 0.00
H 1.051047 1.422891 1.738090 -0.7 -0.9 -0.1 0.01